Entry from the Open Molecules 2025 dataset: the ion C2H3N3S with charge +2 (ωB97M-V/def2-TZVPD).

Last columns: bonded neighbours and bond lengths (Å).
CARTESIAN COORDINATES (ANGSTROEM)
1 C -0.931 -0.480 1.057  N3 1.418, N5 1.241, H7 1.142
2 C 0.860 1.695 0.744  N4 1.238, S6 1.624
3 N -0.770 0.612 1.948  C1 1.418, N4 1.167
4 N 0.060 1.369 1.630  C2 1.238, N3 1.167
5 N -0.239 -0.509 0.027  C1 1.241, H8 0.982
6 S 1.825 2.778 0.015  C2 1.624, H9 1.495
7 H -1.743 -1.276 1.159  C1 1.142
8 H -0.328 -1.148 -0.714  N5 0.982
9 H 2.489 1.735 -0.825  S6 1.495

As for the gap between HOMO and LUMO: 6.98 eV. Its HOMO energy is -21.46 eV. As for the LUMO energy: -0.532 hartree. As for the energy above the lowest of the compared OMol25 structures with the same formula, charge and spin: 65.9 kcal per mole. The charge is +2.